Here is 11 unconnected molecules or ions with the total composition C80H76F10O4 from OMol25. Energies are from ωB97M-V with the def2-TZVPD basis set.

CARTESIAN COORDINATES (ANGSTROEM)
C  1.872  -1.020  -6.245
C  0.829  -2.235  -6.351
C  0.846  -3.118  -4.978
C  -0.638  -1.852  -6.855
C  -1.344  -0.611  -6.134
C  -0.845  0.843  -6.683
C  -1.367  -0.682  -4.527
O  -0.344  0.133  -3.880
C  -0.525  -0.137  -2.479
C  -1.322  0.601  -1.566
C  -2.191  1.916  -1.770
C  -1.524  3.013  -2.736
C  -0.965  4.321  -1.957
C  0.408  4.716  -2.724
C  0.279  5.487  -4.056
C  1.574  5.835  -4.825
C  2.934  5.403  -4.212
C  3.058  4.640  -2.874
C  1.757  4.279  -2.085
C  -1.224  -0.136  -0.158
O  -1.381  0.255  1.006
O  -0.928  -1.508  -0.546
C  0.047  -1.324  -1.584
O  1.088  -1.993  -1.635
H  2.909  -1.459  -6.506
H  1.633  -0.310  -7.127
H  1.860  -0.457  -5.256
H  1.266  -2.954  -7.148
H  -0.135  -3.666  -4.789
H  0.965  -2.334  -4.134
H  1.777  -3.777  -4.913
H  -0.628  -1.744  -8.005
H  -1.309  -2.775  -6.656
H  -2.457  -0.654  -6.449
H  -0.829  0.748  -7.831
H  -1.669  1.594  -6.437
H  0.180  1.137  -6.272
H  -2.387  -0.231  -4.210
H  -1.363  -1.748  -4.109
H  -3.257  1.709  -2.141
H  -2.319  2.416  -0.736
H  -0.638  2.544  -3.279
H  -2.255  3.360  -3.561
H  -0.739  4.137  -0.855
H  -1.646  5.233  -2.056
H  -0.723  5.808  -4.516
H  1.554  6.374  -5.825
H  3.897  5.637  -4.784
H  4.036  4.288  -2.412
H  1.794  3.689  -1.101
F  -0.252  3.225  7.561
C  -0.254  2.580  6.383
C  -1.128  1.521  6.189
C  -1.134  0.855  4.966
C  -0.259  1.250  3.957
C  0.617  2.312  4.166
C  0.616  2.984  5.384
H  -1.796  1.223  6.989
H  -1.818  0.031  4.801
H  -0.261  0.728  3.007
H  1.301  2.615  3.380
H  1.285  3.818  5.561
F  -6.140  0.457  -1.659
C  -5.865  -0.632  -0.921
C  -6.885  -1.517  -0.606
C  -6.599  -2.646  0.153
C  -5.298  -2.872  0.598
C  -4.283  -1.974  0.281
C  -4.567  -0.850  -0.488
H  -7.892  -1.320  -0.955
H  -7.387  -3.349  0.398
H  -5.076  -3.752  1.194
H  -3.271  -2.150  0.633
H  -3.789  -0.144  -0.753
F  6.089  4.228  -4.009
C  6.306  3.199  -4.846
C  7.175  2.187  -4.469
C  7.396  1.120  -5.332
C  6.753  1.081  -6.567
C  5.886  2.105  -6.937
C  5.656  3.167  -6.070
H  7.673  2.239  -3.507
H  8.069  0.319  -5.044
H  6.930  0.249  -7.242
H  5.389  2.075  -7.901
H  4.977  3.968  -6.337
F  -3.923  -0.744  4.619
C  -4.741  0.244  4.215
C  -5.241  1.138  5.148
C  -6.084  2.162  4.728
C  -6.425  2.272  3.382
C  -5.919  1.365  2.455
C  -5.067  0.348  2.874
H  -4.972  1.030  6.193
H  -6.476  2.872  5.448
H  -7.086  3.069  3.056
H  -6.188  1.449  1.407
H  -4.657  -0.362  2.166
F  -4.872  -2.298  11.507
C  -4.415  -1.968  10.289
C  -3.143  -1.431  10.161
C  -2.668  -1.094  8.898
C  -3.474  -1.288  7.778
C  -4.751  -1.823  7.919
C  -5.223  -2.171  9.181
H  -2.534  -1.280  11.044
H  -1.671  -0.681  8.785
H  -3.105  -1.021  6.794
H  -5.379  -1.970  7.047
H  -6.211  -2.597  9.309
F  1.103  -3.307  6.675
C  1.548  -2.981  5.451
C  2.816  -2.439  5.310
C  3.278  -2.105  4.040
C  2.464  -2.307  2.929
C  1.190  -2.847  3.083
C  0.732  -3.191  4.351
H  3.432  -2.281  6.187
H  4.272  -1.687  3.917
H  2.824  -2.043  1.940
H  0.555  -3.000  2.217
H  -0.254  -3.621  4.489
F  0.197  6.289  0.204
C  -0.658  7.322  0.251
C  -0.579  8.314  -0.714
C  -1.469  9.383  -0.669
C  -2.420  9.452  0.347
C  -2.486  8.453  1.313
C  -1.604  7.378  1.262
H  0.173  8.247  -1.492
H  -1.421  10.161  -1.423
H  -3.111  10.289  0.384
H  -3.225  8.510  2.105
H  -1.647  6.586  2.001
F  7.560  -0.390  -1.569
C  7.470  -0.980  -0.367
C  6.878  -0.297  0.684
C  6.779  -0.911  1.929
C  7.284  -2.197  2.111
C  7.881  -2.871  1.050
C  7.969  -2.262  -0.198
H  6.498  0.706  0.525
H  6.311  -0.388  2.756
H  7.211  -2.673  3.083
H  8.277  -3.870  1.194
H  8.423  -2.775  -1.037
F  9.642  -4.900  -2.023
C  10.825  -4.919  -1.388
C  11.697  -5.975  -1.605
C  12.924  -5.992  -0.951
C  13.262  -4.958  -0.080
C  12.376  -3.906  0.133
C  11.153  -3.883  -0.529
H  11.413  -6.774  -2.280
H  13.617  -6.809  -1.119
H  14.218  -4.975  0.433
H  12.638  -3.104  0.815
H  10.455  -3.067  -0.382
F  -9.256  -3.674  0.630
C  -10.126  -4.640  0.285
C  -9.725  -5.635  -0.592
C  -10.624  -6.637  -0.945
C  -11.916  -6.625  -0.425
C  -12.308  -5.618  0.452
C  -11.407  -4.622  0.813
H  -8.718  -5.623  -0.993
H  -10.318  -7.425  -1.625
H  -12.617  -7.405  -0.704
H  -13.316  -5.608  0.853
H  -11.692  -3.835  1.501

Forces on atoms 1 to 6 (eV/Å):
C -0.1 -0.5 -1.6
C 0.6 -1.2 0.0
C 0.2 1.9 0.3
C -0.1 -0.6 0.5
C -0.1 0.5 -0.5
C -0.6 -1.0 -0.1

Properties
HOMO	-8.54	eV
DFT total energy	-4393.37142	Eh
gap between HOMO and LUMO	7.729	eV
SMILES string	CC(C)C[C@H](C)COC1=C(CCCc2ccccc2)C(=O)OC1=O.Fc1ccccc1.Fc1ccccc1.Fc1ccccc1.Fc1ccccc1.Fc1ccccc1.Fc1ccccc1.Fc1ccccc1.Fc1ccccc1.Fc1ccccc1.Fc1ccccc1
molar mass	1291.46	g mol⁻¹
net charge	0